DFT (ωB97M-V/def2-TZVPD) results for a cluster of 2 separate species, C8H12BCl2O5 in total.

Geometry as XYZ:
```
28
Properties=species:S:1:pos:R:3:forces:R:3
C 0.288721 -3.199940 -0.949272 0.27 -0.06 0.49
C 0.327120 -2.013169 -1.121291 -0.08 -0.19 -0.23
C 0.373278 -0.576884 -1.303876 -0.07 0.34 0.03
C 1.097215 0.079068 -0.096969 0.16 -1.54 -0.53
O 2.474380 0.028573 -0.316616 -0.47 0.79 0.22
B 3.014381 1.431546 -0.191773 0.65 -0.43 -0.51
O 4.174702 1.544943 0.683843 -0.19 -0.12 -0.15
O 1.899510 2.157358 0.448089 -0.75 0.14 0.05
C 0.690215 1.529731 0.246585 2.30 0.50 0.60
Cl -0.119587 2.382786 -1.157649 -0.60 0.01 -0.14
C -0.069141 1.785558 1.559782 -0.17 -0.11 -0.26
C -0.900189 0.677849 2.098075 -0.49 -0.17 -0.14
O -1.404448 -0.236484 1.543284 -0.03 0.10 -0.07
Cl -1.188568 0.844308 3.886071 0.04 0.09 0.00
H 0.417207 -4.179127 -0.558437 -0.18 -0.17 -0.27
H 0.942275 -0.344431 -2.200042 0.12 0.13 -0.08
H -0.628898 -0.180064 -1.458193 -0.14 -0.04 0.15
H 0.912589 -0.606446 0.732175 -0.41 0.36 0.45
H 3.277944 1.791560 -1.353676 0.00 0.30 0.12
H 4.936256 1.346406 0.137370 0.10 0.07 0.07
H 0.676191 2.045069 2.300471 0.19 -0.03 0.09
H -0.696116 2.667426 1.447437 -0.25 0.04 0.08
C -3.385152 -1.767094 -0.972785 0.01 0.18 0.15
O -3.862492 -0.533828 -0.445601 -0.13 -0.12 -0.02
H -3.861046 -1.916225 -1.940104 -0.03 0.02 -0.01
H -2.303803 -1.749462 -1.107289 0.01 -0.10 -0.01
H -3.647272 -2.602561 -0.316568 0.02 -0.06 -0.05
H -3.435271 -0.406468 0.406961 0.13 0.06 -0.04
```
Forces are in eV/Å.

- lowest unoccupied orbital energy (eV) = 2.83
- Kohn-Sham gap (eV) = 7.81
- total charge = -1
- highest occupied orbital energy (Eh) = -0.183
- E (eV) = -44451.7619
- molecular weight (Da) = 269.90
- F_max (eV/Å) = 2.4

=====

DFT (ωB97M-V/def2-TZVPD) results for a cluster of 2 separate species, C2H7N in total.

Geometry as XYZ:
```
10
Properties=species:S:1:pos:R:3:forces:R:3
C 0.283039 -1.050647 -1.729396 -0.01 1.38 -1.54
N 0.077763 -0.058261 -0.732690 1.78 -3.37 0.36
C -0.318377 1.000026 2.040435 -0.45 -0.19 -1.08
H -0.412928 -1.874139 -1.927778 -0.05 -0.29 0.14
H 0.953552 -0.811606 -2.584626 -0.35 -0.17 -0.12
H 0.614222 -0.895363 -0.205387 -1.31 2.30 0.88
H -0.331815 0.052129 1.463355 0.07 0.03 1.05
H -1.147553 1.143873 2.733776 -0.10 -0.24 -0.03
H 0.618742 1.203994 2.556743 0.08 0.00 -0.28
H -0.479606 1.590498 1.124273 0.34 0.55 0.63
```
Forces are in eV/Å.

- expectation value of S² = 0.75
- energy relative to the best compared isomer or geometry (same formula, charge and spin) (kJ/mol) = 170.2
- lowest unoccupied orbital energy (spin up / spin down) (eV) = 4.70 / 4.69
- Kohn-Sham gap (spin up / spin down) (eV) = 5.16 / 6.01
- total charge = -1
- highest occupied orbital energy (spin up / spin down) (Eh) = -0.017 / -0.048
- E (eV) = -3673.5005
- molecular weight (Da) = 45.09
- spin multiplicity = 2
- F_max (eV/Å) = 3.8

=====

DFT (ωB97M-V/def2-TZVPD) results for a cluster of 2 separate species, C3H5N2 in total.

Geometry as XYZ:
```
10
Properties=species:S:1:pos:R:3:forces:R:3
C -0.238309 1.774817 -0.393798 0.10 -1.92 -0.15
C 0.144479 0.780870 0.495795 -0.29 0.17 -1.39
C -0.408373 -0.466536 0.577280 1.03 0.27 1.45
N 0.908152 -3.227419 -1.200623 -0.27 1.01 1.37
N 0.713518 -2.556125 -0.350415 0.47 -1.30 -1.72
H 0.024558 2.727484 -0.093096 0.65 2.08 0.42
H -0.621059 1.729469 -1.404450 -0.72 -0.59 0.13
H 0.941164 1.109234 1.080415 1.01 0.22 1.68
H -0.226167 -1.277454 1.285578 0.33 0.84 0.06
H -1.237962 -0.594340 0.003314 -2.30 -0.77 -1.83
```
Forces are in eV/Å.

- energy relative to the best compared isomer or geometry (same formula, charge and spin) (kJ/mol) = 328.6
- lowest unoccupied orbital energy (eV) = -7.81
- Kohn-Sham gap (eV) = 9.53
- total charge = +1
- highest occupied orbital energy (Eh) = -0.637
- E (eV) = -6162.4872
- molecular weight (Da) = 69.09
- F_max (eV/Å) = 3.0

=====

DFT (ωB97M-V/def2-TZVPD) results for a structure of composition CH4N4.

Geometry as XYZ:
```
9
Properties=species:S:1:pos:R:3:forces:R:3
C -0.561209 0.816920 -0.132305 -2.29 0.19 3.39
N 0.868518 0.992031 0.248986 -1.70 3.66 -0.34
N 1.510797 -0.023276 0.203812 4.05 -1.10 -0.17
N -0.792366 -0.532268 0.054152 -4.05 0.60 0.67
N 0.911140 -1.160602 0.070878 1.78 -3.78 -1.02
H -1.355750 1.497115 0.447835 2.20 -0.92 -1.09
H -0.630477 0.999810 -1.157186 0.02 0.85 -1.90
H -1.142004 -0.802232 0.974705 -0.61 -0.16 -0.54
H 1.191349 -1.787496 -0.710879 0.60 0.67 0.99
```
Forces are in eV/Å.

- expectation value of S² = 2.02
- energy relative to the best compared isomer or geometry (same formula, charge and spin) (kJ/mol) = 183.3
- lowest unoccupied orbital energy (spin up / spin down) (eV) = 1.08 / -2.13
- Kohn-Sham gap (spin up / spin down) (eV) = 7.10 / 7.27
- total charge = 0
- highest occupied orbital energy (spin up / spin down) (Eh) = -0.221 / -0.345
- E (eV) = -7054.5836
- molecular weight (Da) = 72.07
- spin multiplicity = 3
- F_max (eV/Å) = 4.3

=====

Please write out number 4 again, unchanged.
DFT (ωB97M-V/def2-TZVPD) results for a structure of composition CH4N4.

Geometry as XYZ:
```
9
Properties=species:S:1:pos:R:3:forces:R:3
C -0.561209 0.816920 -0.132305 -2.29 0.19 3.39
N 0.868518 0.992031 0.248986 -1.70 3.66 -0.34
N 1.510797 -0.023276 0.203812 4.05 -1.10 -0.17
N -0.792366 -0.532268 0.054152 -4.05 0.60 0.67
N 0.911140 -1.160602 0.070878 1.78 -3.78 -1.02
H -1.355750 1.497115 0.447835 2.20 -0.92 -1.09
H -0.630477 0.999810 -1.157186 0.02 0.85 -1.90
H -1.142004 -0.802232 0.974705 -0.61 -0.16 -0.54
H 1.191349 -1.787496 -0.710879 0.60 0.67 0.99
```
Forces are in eV/Å.

- expectation value of S² = 2.02
- energy relative to the best compared isomer or geometry (same formula, charge and spin) (kJ/mol) = 183.3
- lowest unoccupied orbital energy (spin up / spin down) (eV) = 1.08 / -2.13
- Kohn-Sham gap (spin up / spin down) (eV) = 7.10 / 7.27
- total charge = 0
- highest occupied orbital energy (spin up / spin down) (Eh) = -0.221 / -0.345
- E (eV) = -7054.5836
- molecular weight (Da) = 72.07
- spin multiplicity = 3
- F_max (eV/Å) = 4.3

=====

Which value of total charge does entry 4 give?
0